A gas-phase ion, C6H15N3 (charge +2) at a distorted geometry. Source: the OMol25 dataset; level of theory: wB97M-V/def2-TZVPD.

Properties
- total charge = +2
- calculated total energy (Ha) = -401.13539
- gap between HOMO and LUMO (spin up / spin down) (eV) = 8.111 / 8.112
- LUMO energy (spin up / spin down) (eV) = -7.1 / -7.1

```
24
C6H15N3 wB97M-V/def2-TZVPD
C 2.126 -1.107 0.476
C 1.085 -0.970 -0.688
C 2.951 0.149 0.309
C -0.668 0.985 -0.159
C 0.716 0.547 -0.689
C -2.680 0.323 0.416
N -1.556 0.071 -0.181
N 1.847 1.271 0.194
N -3.888 -0.491 0.161
H 1.564 -1.177 1.439
H 2.664 -2.006 0.369
H 1.466 -1.381 -1.707
H 0.248 -1.563 -0.264
H 3.725 0.378 1.180
H 3.403 0.085 -0.613
H -0.786 1.953 0.201
H 0.937 1.011 -1.709
H -3.125 1.275 0.854
H -1.168 -0.816 -0.423
H 1.494 1.476 1.066
H 2.189 2.134 -0.338
H -3.930 -0.898 -0.836
H -4.687 0.168 0.204
H -3.925 -1.420 0.737
```